[1]
C5H4F5N2 | the ωB97M-V functional and the def2-TZVPD basis

Results
**Relative energy (zero: lowest compared OMol25 entry of this formula, charge and spin)**: 53.1 kcal per mole
**E_LUMO (alpha / beta)**: -7.371 / -7.371 eV
**HOMO (alpha / beta)**: -16.0 / -16.0 eV
**Net charge**: +1

```
16
C5H4F5N2 (the ωB97M-V functional and the def2-TZVPD basis)
C -0.916 -0.331 -0.518
C -1.056 1.905 -0.190
C 0.272 -0.741 0.468
C 1.287 0.293 0.735
C 2.345 0.650 -0.273
N -1.533 0.703 -0.679
N 0.119 2.300 -0.017
F -2.080 2.697 0.025
F 1.191 0.935 1.873
F 1.724 0.919 -1.439
F 3.075 1.731 0.150
F 3.202 -0.358 -0.371
H -1.473 -1.225 -0.820
H -0.262 -1.043 1.309
H 0.583 -1.633 -0.103
H 0.334 3.235 0.278
```

[2]
C5H4F6O2 | the ωB97M-V functional and the def2-TZVPD basis

Results
**Relative energy (zero: lowest compared OMol25 entry of this formula, charge and spin)**: 30.8 kcal per mole
**SMILES string**: COC(F)=C(F)F.OC(F)=C(F)F
**E_LUMO**: 0.623 eV
**HOMO**: -9.1 eV
**Net charge**: 0

```
17
C5H4F6O2 (the ωB97M-V functional and the def2-TZVPD basis)
C -2.726 0.086 0.854
O -1.547 0.677 1.339
C -0.664 1.092 0.473
F -0.611 0.286 -0.597
C 0.235 2.031 0.625
F 1.098 2.238 -0.337
F 0.288 2.900 1.635
H -3.367 0.839 0.347
H -3.273 -0.086 1.685
H -2.472 -0.713 0.300
O 1.801 -1.225 -2.397
C 2.044 -1.068 -1.056
F 2.801 0.071 -0.731
C 1.755 -1.958 -0.122
F 1.902 -1.885 1.140
F 0.801 -2.897 -0.356
H 1.935 -0.387 -2.800
```

[3]
C5H4FNO | the ωB97M-V functional and the def2-TZVPD basis

Results
**Relative energy (zero: lowest compared OMol25 entry of this formula, charge and spin)**: 66.3 kcal per mole
**E_LUMO**: 0.059 eV
**HOMO**: -9.3 eV
**Net charge**: 0

```
12
C5H4FNO (the ωB97M-V functional and the def2-TZVPD basis)
C -0.541 0.356 0.800
C -0.704 1.083 -0.250
C 0.180 0.578 -1.362
C 0.400 -0.824 0.507
C 0.961 -1.711 1.332
H -1.185 1.999 -0.151
H 1.833 -1.037 -1.041
H 0.953 -1.520 2.503
H 1.523 -2.648 0.828
N 0.533 -0.795 -0.871
O 0.222 1.117 -2.444
F -1.157 0.327 1.928
```

[4]
C5H4KLiO7 | the ωB97M-V functional and the def2-TZVPD basis

Results
**Relative energy (zero: lowest compared OMol25 entry of this formula, charge and spin)**: 4.3 kcal per mole
**E_LUMO**: -0.744 eV
**HOMO**: -8.2 eV
**Net charge**: 0

```
18
C5H4KLiO7 (the ωB97M-V functional and the def2-TZVPD basis)
O -3.108 2.903 1.265
C -3.654 3.025 0.245
O -1.938 -0.304 -1.076
K -1.330 1.225 2.807
O -1.874 -0.615 1.255
O -0.059 0.024 0.289
C 0.906 -0.266 -0.705
C 1.550 -1.616 -0.423
O 2.258 -2.077 -1.565
C -1.382 -0.460 0.113
H 0.438 -0.268 -1.697
H 1.655 0.534 -0.647
H 0.777 -2.369 -0.225
H 2.215 -1.546 0.447
O 4.172 -2.317 -2.633
O 4.114 -0.994 -0.869
C 3.549 -1.728 -1.716
Li 5.705 -1.261 -2.005
```

[5]
C5H4LiNaO6 | the ωB97M-V functional and the def2-TZVPD basis

Results
**Relative energy (zero: lowest compared OMol25 entry of this formula, charge and spin)**: 0.0 kcal per mole
**E_LUMO (alpha / beta)**: -3.411 / -3.829 eV
**HOMO (alpha / beta)**: -11.8 / -11.9 eV
**Net charge**: +1
**Multiplicity**: 2

```
17
C5H4LiNaO6 (the ωB97M-V functional and the def2-TZVPD basis)
O -5.797 4.210 1.689
C -5.112 3.308 1.489
O -4.429 2.397 1.241
O -1.816 -0.285 0.295
Li -3.057 1.107 0.669
O 3.548 1.036 -0.345
C 2.974 -0.074 -0.420
O 3.322 -1.126 0.165
O 1.886 -0.102 -1.243
C 1.145 -1.308 -1.339
C 0.223 -1.515 -0.068
C -0.802 -0.473 -0.313
Na 5.035 0.082 1.121
H 1.815 -2.173 -1.418
H 0.630 -1.266 -2.307
H 0.730 -1.332 0.889
H -0.296 -2.486 -0.104
```

[6]
C5H4N | the ωB97M-V functional and the def2-TZVPD basis

Results
**Relative energy (zero: lowest compared OMol25 entry of this formula, charge and spin)**: 82.9 kcal per mole
**E_LUMO**: -8.035 eV
**HOMO**: -14.2 eV
**Net charge**: +1

```
10
C5H4N (the ωB97M-V functional and the def2-TZVPD basis)
C 1.016 -1.191 0.017
C 2.651 0.541 -0.026
C 0.142 1.022 0.015
C 1.357 0.347 0.016
C -0.953 0.068 -0.009
N -0.265 -1.201 -0.006
H 0.053 2.099 0.041
H -1.629 0.189 0.853
H -1.607 0.215 -0.887
H -0.764 -2.090 -0.013
```